41
Properties=species:S:1:pos:R:3:forces:R:3:mulliken_charge:R:1 method="wB97M-V/def2-TZVPD" total_energy_ha=-5095.92767 charge=+2 de_lowest_kcal_mol=0.0 homo_lumo_gap_ev=5.37 homo_ev=-12.69
Na 3.544200 5.320475 2.137080 0.18 -0.30 -0.72 0.993
Na -1.173238 8.786424 -1.461194 0.09 -0.61 0.56 0.949
Na 0.908337 12.710464 -2.271966 0.12 -0.11 0.15 0.965
Na 5.202340 11.176306 3.267133 0.07 -0.06 -0.68 0.967
Na 0.053117 9.765326 3.690768 -0.35 -0.82 0.24 0.992
N 1.352334 4.878486 2.756983 -1.99 1.70 -0.78 -0.358
S 0.063375 4.910335 1.711211 3.18 -4.00 -1.47 1.004
O 0.030992 6.072570 0.887525 0.69 -0.90 -0.15 -0.506
O -1.085930 4.276013 2.182101 -1.62 0.58 0.96 -0.594
F 0.693113 3.824404 0.781919 -0.01 0.49 -0.15 -0.219
S 0.817963 5.769851 3.948264 1.31 0.53 1.87 0.979
O 0.155482 5.049506 4.940305 -0.88 -0.68 1.05 -0.501
O 0.287323 7.079589 3.637510 0.18 0.51 -0.59 -0.508
F 2.249251 6.113735 4.599710 0.07 0.08 -0.47 -0.322
N 1.270750 9.737692 1.700301 1.22 2.21 -1.18 -0.392
S 2.718087 9.187670 1.267972 2.39 -2.94 -0.06 0.756
O 3.864017 9.654228 1.992491 -0.50 0.85 1.02 -0.520
O 2.908757 9.038932 -0.118555 -0.71 1.01 -0.66 -0.459
F 2.509083 7.754723 1.807970 -0.17 -0.35 0.43 -0.050
S 1.234725 11.131444 0.846013 -2.74 -0.31 0.83 1.093
O 0.667590 10.997731 -0.468010 -0.23 -0.05 -0.77 -0.672
O 2.288404 12.040239 0.994095 1.52 0.61 0.11 -0.511
F 0.058243 11.757764 1.676237 -0.34 0.02 0.16 -0.298
N 3.566067 4.577363 -2.664685 1.64 1.91 1.32 -0.434
S 3.067022 5.494736 -1.487712 -2.85 -0.66 -0.59 1.067
O 3.109819 6.912462 -1.646016 0.34 0.37 0.07 -0.458
O 3.285253 4.994638 -0.153656 0.29 0.05 0.71 -0.599
F 1.488492 5.230293 -1.703828 0.40 -0.24 0.26 -0.338
S 5.096219 5.173145 -2.931638 -0.80 -2.45 -2.90 1.177
O 6.063078 4.819379 -1.981911 0.83 0.00 1.80 -0.552
O 5.119047 6.436861 -3.555381 -0.02 1.12 -0.14 -0.559
F 5.371884 4.150844 -4.098729 -0.04 0.15 -0.10 -0.257
O 5.547782 7.655546 -0.415458 0.26 0.35 0.56 -0.557
H 5.152468 8.391027 -0.894063 -0.13 -0.28 -0.24 0.269
H 6.499873 7.795577 -0.482975 -0.06 -0.21 -0.14 0.264
O 5.743900 12.403861 1.141200 0.00 0.04 0.33 -0.524
H 5.650367 12.103119 0.230223 0.03 -0.11 0.10 0.294
H 6.301192 13.191506 1.088381 -0.03 -0.09 0.00 0.301
O -0.942418 8.111058 0.800392 -0.77 2.88 -0.64 -0.864
H -0.107353 8.547932 1.032038 -0.36 -0.35 -0.02 0.417
H -0.756373 7.166694 0.999409 -0.22 0.05 -0.08 0.563

=====

50
Properties=species:S:1:pos:R:3:forces:R:3:mulliken_charge:R:1 method="wB97M-V/def2-TZVPD" total_energy_ha=-3084.99295 de_lowest_kcal_mol=0.0 homo_lumo_gap_ev=6.55 homo_ev=-7.37
Tl -0.107728 -0.800594 0.294214 0.32 -0.17 -0.15 1.263
S -3.256011 -5.752820 3.975730 0.03 0.07 -0.05 -0.240
C -2.294062 -4.925356 2.936839 -0.04 -0.15 0.05 0.130
S -0.701588 -4.375674 3.333332 0.03 0.03 -0.08 -0.109
C -0.310094 -3.637507 1.789314 0.27 0.08 0.32 0.080
C -1.259551 -3.730679 0.831944 -0.39 0.03 -0.20 0.210
S -1.198497 -2.889519 -0.673301 -0.40 0.03 -0.19 -0.262
S -2.748195 -4.532208 1.312893 0.08 0.01 -0.06 -0.084
S 1.086773 -2.638518 1.661897 0.16 0.20 0.36 -0.302
C 0.744615 -0.259796 -4.352209 0.03 -0.01 0.02 -1.784
C 1.039962 -0.175599 -2.869299 -0.01 -0.11 -0.11 1.136
O 0.119938 -0.516349 -2.114516 -0.05 0.14 0.00 -0.533
C 2.335057 0.298976 -2.416687 0.03 0.01 0.03 0.215
C 3.264587 0.755881 -3.383910 -0.07 -0.02 0.02 -0.784
C 4.493313 1.251701 -3.049921 0.07 0.02 0.07 -0.879
C 4.850099 1.305806 -1.690099 -0.08 -0.03 -0.02 -0.401
C 3.988842 0.864194 -0.722408 0.06 0.02 -0.03 -0.332
C 2.704989 0.333051 -1.034488 -0.04 -0.08 0.04 0.446
O 1.986259 -0.076589 -0.039039 0.05 0.13 -0.14 -0.727
H -0.264693 -0.642833 -4.474734 0.01 -0.01 0.01 0.348
H 1.449593 -0.926232 -4.851784 -0.01 0.03 0.01 0.423
H 0.819279 0.721154 -4.825216 0.00 -0.03 0.02 0.402
H 2.992970 0.716801 -4.430142 -0.01 -0.01 0.02 0.350
H 5.176124 1.593583 -3.815723 -0.01 0.00 0.02 0.394
H 5.819284 1.695892 -1.402288 -0.01 0.00 -0.01 0.394
H 4.260451 0.885261 0.326367 0.00 -0.01 -0.04 0.463
C -1.944288 -0.854663 3.178538 -0.04 0.04 0.07 -0.927
N -2.112823 -0.135616 1.916259 0.15 -0.32 -0.10 0.744
C -3.324363 -0.583512 1.228491 -0.05 0.06 0.05 -0.976
C -2.084016 1.302665 2.120538 -0.08 0.03 0.13 -1.008
C -1.773208 2.046423 0.843096 -0.06 0.07 -0.11 -0.930
N -0.450010 1.724057 0.307115 0.16 -0.13 -0.03 0.488
C -0.335559 2.258742 -1.055731 -0.01 0.04 0.03 -1.335
C 0.615758 2.307465 1.140507 -0.08 0.01 0.03 -1.020
H -2.748599 -0.615998 3.886396 0.00 0.03 0.00 0.394
H -0.984300 -0.600736 3.630383 -0.02 -0.02 -0.03 0.324
H -1.958825 -1.924020 2.993430 -0.01 -0.06 -0.01 -0.011
H -4.221253 -0.343613 1.814438 0.01 0.02 0.02 0.395
H -3.280307 -1.660241 1.078364 0.01 0.01 -0.01 0.166
H -3.409837 -0.117187 0.246998 0.01 -0.02 0.02 0.205
H -1.329155 1.520979 2.876410 -0.01 0.01 0.00 0.438
H -3.040521 1.668190 2.519721 -0.04 -0.04 0.00 0.387
H -1.854392 3.125690 1.023223 0.03 0.04 0.00 0.400
H -2.509752 1.797578 0.077903 -0.01 0.01 -0.01 0.391
H -0.507938 3.342272 -1.053997 0.00 0.00 0.01 0.424
H -1.064935 1.780280 -1.707289 0.00 0.01 0.02 0.351
H 0.661965 2.064302 -1.439465 0.02 0.00 0.00 0.337
H 0.486414 3.394330 1.209194 -0.01 0.01 0.00 0.400
H 1.581730 2.075931 0.704752 -0.01 0.00 -0.01 0.264
H 0.596499 1.884656 2.143956 0.00 0.00 -0.02 0.282

=====

13
Properties=species:S:1:pos:R:3:forces:R:3:mulliken_charge:R:1 method="wB97M-V/def2-TZVPD" total_energy_ha=-452.66141 smiles="NCC(=O)NC(=O)[O-]" charge=-1 de_lowest_kcal_mol=3.7 homo_lumo_gap_ev=8.96 homo_ev=-4.98
O -1.642928 -0.748160 -0.724379 0.03 0.08 0.00 -0.733
C -0.662549 -0.074550 -0.384835 0.01 -0.76 -0.62 0.565
N -0.079393 0.761894 -1.271945 0.21 -0.24 0.32 -0.165
C 1.192327 1.488761 -1.108143 -0.07 0.00 -0.36 0.528
O 1.546192 1.651255 0.059370 0.31 0.27 0.51 -0.700
O 1.696563 1.827940 -2.185994 -0.01 0.02 -0.18 -0.736
C -0.104560 -0.274820 1.012597 -0.93 0.15 0.54 -0.420
N -0.653055 -1.483127 1.650008 0.06 -1.22 -0.82 -0.707
H -0.332398 0.560768 -2.226402 -0.18 0.26 -0.07 0.237
H 0.964769 -0.177048 1.063807 0.26 -0.09 -0.07 0.402
H -0.520691 0.550900 1.584091 0.27 0.43 0.10 0.181
H -0.017382 -2.279978 1.528810 0.28 0.58 0.25 0.248
H -1.386893 -1.803831 1.003013 -0.24 0.50 0.40 0.301